The following is a DFT calculation (ωB97M-V/def2-TZVPD) of the molecule C5H10N4 at a distorted geometry.

```
! wB97M-V def2-TZVPD RIJCOSX def2/J DEFGRID3
* xyz 0 1
C -2.285 1.697 0.092
C -1.989 -0.382 -0.491
C 2.914 0.167 0.071
C -2.371 -1.652 0.234
C 1.664 0.951 -0.210
N -2.914 0.643 -0.295
N -0.956 1.623 0.194
N -0.602 0.449 -0.060
N 0.581 0.019 -0.183
H -2.687 2.712 0.289
H -2.006 -0.602 -1.596
H 3.825 0.710 -0.028
H 2.904 -0.395 0.970
H 3.066 -0.673 -0.761
H -1.927 -1.692 1.156
H -3.498 -1.575 0.274
H -2.021 -2.584 -0.190
H 1.418 1.701 0.581
H 1.732 1.540 -1.063
*
```

Output
Energy, eV: -11304.1332
Orbital gap (spin up / spin down), eV: 8.72 / 8.72
HOMO level (spin up / spin down), eV: -8.5 / -8.5
ΔE to the lowest compared entry with this formula, charge and spin, kJ/mol: 361.3
LUMO (spin up / spin down), eV: 0.271 / 0.271

These are the natural (NBO) partial charges, in e, on atoms 1 to 8: 0.237 0.083 -0.598 -0.636 -0.288 -0.494 -0.401 0.169